Here is C36H55N2O2STi as an isolated structure from the Open Molecules 2025 dataset. Energies are from ωB97M-V with the def2-TZVPD basis set.

Its energy above the lowest of the compared OMol25 structures with the same formula, charge and spin is 18.4 kcal per mole. The spin multiplicity is 2. The calculation puts the LUMO energy (spin up / spin down) at 0.0161 / 0.0158 hartree. The value obtained for the HOMO-LUMO gap (spin up / spin down) is 7.628 / 7.910 eV. As for the calculated total energy: -79249.1032 eV. As for the expectation value of S²: 0.755. Its net charge is 0.

Geometry (Å):
Ti 11.69732 12.20534 8.13287
C 15.24170 12.63173 11.79713
C 14.26964 13.83070 11.45239
C 12.86700 13.21045 11.61346
C 14.67494 14.47262 10.12417
C 15.93336 15.03480 10.11609
C 16.44171 15.79693 9.08124
C 15.77014 15.89750 7.89541
C 14.54669 15.21456 7.82052
C 13.81479 15.26860 6.47207
C 13.39852 16.75447 6.24202
C 14.73404 14.91506 5.29814
C 13.88241 14.64086 8.95336
N 12.55747 14.19516 8.81598
C 11.55774 15.05740 9.12919
C 10.28712 14.71326 8.63856
C 9.16048 15.50936 8.78708
C 8.23470 14.93065 7.92320
C 8.84464 13.83459 7.32797
N 10.11333 13.69480 7.74732
C 8.05952 12.74850 6.50924
C 6.98377 13.52127 5.71714
C 7.51999 11.70887 7.52768
C 8.93318 11.97740 5.52722
H 14.95069 12.27743 12.76797
H 16.30389 12.94299 11.74445
H 15.06862 11.98607 11.01178
H 14.36164 14.65019 12.23499
H 12.63912 12.47150 10.89238
H 12.13020 13.94348 11.49478
H 12.67698 12.85165 12.58973
H 16.56558 14.86937 10.95423
H 17.41924 16.22456 9.25544
H 16.13804 16.56053 7.08424
H 12.89151 14.68038 6.37165
H 14.27176 17.46639 6.31314
H 12.58386 17.08869 6.92482
H 12.98032 16.80485 5.17372
H 15.41422 15.68625 4.99771
H 14.12092 14.70145 4.43347
H 15.28306 14.02186 5.48646
H 11.77173 16.00809 9.53604
H 9.10334 16.33008 9.43136
H 7.22742 15.27559 7.77205
H 6.30916 14.09781 6.40858
H 6.39728 12.86960 5.04169
H 7.51591 14.22134 5.00783
H 6.65083 12.10583 8.05629
H 8.31933 11.33270 8.16601
H 7.09407 10.94707 6.86278
H 9.28173 12.60906 4.74506
H 8.27181 11.20257 5.08186
H 9.64120 11.47890 6.11641
C 8.75509 8.49693 9.74774
C 9.40577 8.41072 8.54010
C 10.32460 9.37716 8.14965
C 10.54363 10.57204 8.86480
C 9.66866 10.72355 9.99737
C 8.78505 9.68674 10.43976
H 8.05423 7.77438 10.10278
H 9.15767 7.51910 7.89635
H 10.67044 9.25096 7.12897
H 9.53625 11.63387 10.54783
H 8.22447 9.91812 11.33597
C 14.24154 11.51740 5.08085
C 12.75585 11.50347 5.18079
C 12.32746 10.13592 4.62054
O 12.36900 11.77780 6.46171
H 14.67830 10.69978 5.78552
H 14.65957 12.46001 5.37810
H 14.57374 11.22168 4.09992
H 12.30023 12.27819 4.58784
H 12.79419 9.28856 5.11834
H 12.40428 9.95048 3.59220
H 11.22427 9.95761 4.68322
C 14.54204 8.13244 11.93004
C 13.46606 9.03110 11.24980
C 13.49144 8.67484 9.68424
S 14.27013 9.90595 8.65793
O 13.69993 11.25812 9.10519
C 15.98596 9.96512 9.15505
C 16.57243 11.29769 8.65000
C 17.04526 11.12642 7.22823
H 14.51649 8.57613 12.97664
H 15.53051 8.30274 11.51159
H 14.27031 7.12135 12.00585
H 13.64643 10.06490 11.45942
H 12.46412 8.73414 11.66197
H 12.49211 8.67529 9.23706
H 13.88021 7.66684 9.45397
H 16.48851 9.10775 8.65635
H 16.06402 9.88516 10.25306
H 17.43817 11.53580 9.30863
H 15.83245 12.12095 8.85418
H 17.93962 10.57502 7.29843
H 17.36900 12.13288 6.87030
H 16.26335 10.67039 6.66499

Atomic partial charges in e from the Mulliken method, atoms 1 to 2: atom 1 (Ti): 0.20, atom 2 (C): -1.60

Here is a 5-piece molecular cluster, C36H56BrF7NO14PS5 overall from the Open Molecules 2025 dataset. Energies are from ωB97M-V with the def2-TZVPD basis set.

Its energy above the lowest of the compared OMol25 structures with the same formula, charge and spin is 247.0 kcal per mole. The calculation puts the LUMO energy at -0.0565 hartree. The value obtained for the HOMO-LUMO gap is 7.685 eV. As for the calculated total energy: -220905.9006 eV. Its net charge is 0.

Geometry (Å):
C -3.85139 1.80640 -2.94263
C -3.21068 0.67738 -2.64927
C -2.33507 -0.68670 -2.38420
Br -3.74667 -1.94750 -3.17568
O -2.58204 -0.91259 -1.02281
S -1.53665 -0.70603 0.20219
O -2.02742 -1.76617 1.21533
O -1.68787 0.57648 1.00578
C 0.16434 -1.03719 -0.47328
N 0.75726 -2.13369 0.43468
C 0.96405 -1.70365 1.64960
O 1.02054 -1.13066 2.78105
P 1.50121 0.27000 -0.15428
O 1.14217 1.45316 0.75655
C 0.06639 -1.67981 -1.99337
C 1.52381 -2.05787 -2.50061
C 2.84683 -1.97887 -1.94392
C -0.58522 -3.16461 -1.70523
C 0.24950 -4.49549 -1.76618
C 0.34417 -5.20284 -0.27603
O -0.52565 -5.52728 -2.52176
C -0.84754 -0.75187 -3.04197
C -0.24281 0.76666 -3.28652
C 1.18112 0.90510 -4.03765
C -0.47323 1.91087 -2.18036
C 0.62438 3.05271 -1.92179
C -0.10937 4.18606 -0.97480
C -0.89289 -1.39588 -4.53171
F 0.40505 -1.59222 -5.21153
F -1.21063 -2.83530 -4.61814
C -1.73824 -0.77705 -5.70890
F -0.84425 0.01915 -6.57447
F -2.82607 0.09904 -5.50162
C -2.32717 -1.85152 -6.81905
F -3.46432 -2.57885 -6.36436
F -2.84520 -0.97300 -7.87187
F -1.31221 -2.61684 -7.46430
H -4.50779 2.53405 -3.56462
H 1.92051 0.69359 -1.48821
H 2.77879 -0.24914 0.32877
H 1.54706 -2.76587 -3.43707
H 3.76976 -1.45519 -2.39812
H 3.04722 -2.54868 -0.94292
H -1.14251 -3.25231 -0.67555
H -1.53188 -3.37946 -2.36005
H 1.28848 -4.60365 -2.19058
H -0.70436 -5.23216 0.22909
H 0.63501 -6.30335 -0.49357
H 1.15648 -4.71312 0.37206
H -0.20923 -5.36780 -3.45761
H -0.95568 1.16336 -4.14443
H 2.03381 0.24748 -3.66084
H 1.62159 1.97705 -4.04526
H 1.12422 0.73320 -5.19559
H -1.35896 2.62076 -2.49086
H -0.80393 1.56769 -1.13638
H 1.58421 2.77651 -1.38117
H 0.87341 3.63901 -2.90211
H -0.82307 3.69101 -0.22208
H -0.70061 4.89503 -1.68748
H 0.69744 4.81292 -0.42059
O -1.68729 5.28977 4.28073
S -2.71452 4.89988 3.34032
O -2.98509 5.65417 2.13503
C -2.46238 3.18946 2.90490
C -3.24779 2.41468 3.95424
C -4.57015 3.16355 4.11975
C -4.24254 4.65257 4.23647
H -1.39704 2.95721 2.90732
H -2.87937 3.03373 1.90674
H -3.40457 1.37633 3.65216
H -2.70410 2.41279 4.90377
H -5.19871 2.99236 3.23871
H -5.12671 2.81275 4.99247
H -5.02501 5.27273 3.79596
H -4.07639 4.94534 5.27542
O -1.78834 4.03892 8.15411
S -1.96753 2.65002 7.79851
O -3.04521 2.20485 6.94076
C -0.42588 2.02774 7.15392
C 0.32189 1.52872 8.38215
C -0.71647 0.79073 9.22853
C -1.96401 1.67329 9.29704
H 0.10199 2.81973 6.62184
H -0.65664 1.20495 6.47230
H 1.15626 0.88054 8.10746
H 0.72359 2.37682 8.94693
H -0.96547 -0.16267 8.74990
H -0.33709 0.56598 10.22851
H -2.87682 1.07704 9.34295
H -1.92388 2.35802 10.14667
O 5.80831 1.30966 6.98471
S 4.49945 1.90534 7.12756
O 3.48446 1.34230 7.99167
C 4.70418 3.63117 7.52862
C 4.77913 4.32547 6.17555
C 3.69401 3.67612 5.31518
C 3.80913 2.16197 5.49730
H 5.60100 3.76933 8.13285
H 3.82089 3.95141 8.08684
H 4.63119 5.40377 6.26921
H 5.76136 4.15639 5.72115
H 2.70894 4.01442 5.65458
H 3.79139 3.95505 4.26308
H 2.83491 1.67400 5.43564
H 4.49233 1.72203 4.76792
O 2.30597 -6.63310 -7.05665
S 2.43291 -6.27095 -8.45044
O 3.62011 -6.56834 -9.22040
C 1.00785 -6.88899 -9.32737
C -0.01696 -5.76827 -9.21667
C 0.75710 -4.47245 -9.46267
C 2.03566 -4.53589 -8.62624
H 0.67168 -7.82442 -8.87969
H 1.30095 -7.05309 -10.36723
H -0.83115 -5.89673 -9.93367
H -0.45037 -5.75439 -8.21073
H 1.01476 -4.39796 -10.52475
H 0.16267 -3.59190 -9.20738
H 2.86389 -4.02284 -9.11764
H 1.88131 -4.12155 -7.62767

Atomic partial charges in e from the Mulliken method, atoms 1 to 2: atom 1 (C): -0.76, atom 2 (C): 0.21

Here is a 2-piece molecular cluster, C36H56Cl3N2O7 overall from the Open Molecules 2025 dataset. Energies are from ωB97M-V with the def2-TZVPD basis set.

Its energy above the lowest of the compared OMol25 structures with the same formula, charge and spin is 0.0 kcal per mole. The calculation puts the LUMO energy at -0.1045 hartree. The value obtained for the HOMO-LUMO gap is 7.188 eV. As for the calculated total energy: -93111.0426 eV. Its net charge is +1.

Geometry (Å):
C 5.65988 3.53905 1.48024
C 5.07240 2.36877 1.73154
C 4.75339 1.97811 3.16766
C 4.98198 0.48402 3.43250
C 4.40103 -0.51210 2.41747
C 5.20272 -1.81148 2.34640
C 4.74900 -2.71336 1.22927
O 4.60386 -3.90220 1.31931
O 4.52641 -2.04573 0.04672
C 3.16407 -2.17804 -0.40750
C 2.84529 -0.98013 -1.29597
O 3.49471 2.46756 3.63859
C 2.39321 1.88988 2.99445
C 1.10029 2.67467 3.29903
O 0.06792 1.71054 3.15841
C -1.10561 2.11841 2.49440
Cl -1.66021 3.74926 3.00607
C -2.16929 1.11727 2.94362
C -3.51873 1.25357 2.22762
C -4.12127 0.00735 1.62472
C -5.42416 0.10315 1.13567
C -6.05311 -0.97285 0.54702
C -5.39623 -2.18814 0.42006
C -4.10794 -2.29994 0.91384
C -3.47641 -1.21348 1.49674
C -0.85058 2.06634 0.97319
O -0.45580 3.29132 0.40409
C 0.78748 3.29603 -0.25181
C 0.78579 4.33859 -1.34500
O -0.16433 4.06553 -2.36157
C 0.39156 3.57735 -3.56189
C 0.71608 2.07686 -3.50618
O 0.18592 1.46557 -4.67490
C 0.45509 0.07869 -4.72037
C -0.49717 -0.74101 -3.84579
C 1.13361 3.24113 4.69746
Cl 0.66971 2.14507 5.94373
C 1.49381 4.49515 4.94700
C 1.90641 5.45604 3.86938
Cl 1.53988 5.10346 6.56051
H 6.28580 3.71344 0.61362
H 5.54306 4.37444 2.16381
H 4.79061 1.72878 0.90471
H 5.48949 2.51557 3.76139
H 4.65497 0.23318 4.44200
H 6.06847 0.35159 3.44228
H 3.41001 -0.80183 2.78055
H 4.25546 -0.09333 1.42840
H 5.13248 -2.37181 3.27624
H 6.26466 -1.59592 2.18870
H 3.03331 -3.13107 -0.91860
H 2.51822 -2.18604 0.47284
H 2.24739 -0.25635 -0.74232
H 2.30989 -1.27059 -2.19732
H 3.77991 -0.50381 -1.58614
H 2.50785 1.87762 1.90250
H 2.22531 0.86560 3.33676
H 1.02599 3.47458 2.56651
H -2.29362 1.30777 4.00790
H -1.70646 0.13526 2.86002
H -3.45317 2.03004 1.46471
H -4.23191 1.64270 2.95501
H -5.97768 1.03031 1.21295
H -7.06413 -0.88860 0.17142
H -5.87050 -3.04133 -0.04684
H -3.58820 -3.24577 0.82007
H -2.46622 -1.34959 1.85561
H -0.07153 1.30879 0.84913
H -1.72859 1.70636 0.43257
H 1.03916 2.32675 -0.69662
H 1.60789 3.54918 0.43665
H 1.79382 4.41688 -1.76618
H 0.55709 5.31720 -0.91738
H 1.27496 4.15293 -3.85052
H -0.35959 3.69248 -4.34174
H 0.19129 1.67390 -2.63465
H 1.79476 1.89509 -3.46071
H 1.49215 -0.10852 -4.42098
H 0.34523 -0.21478 -5.76294
H -1.46807 -0.24988 -3.79226
H -0.11088 -0.89810 -2.83960
H -0.62155 -1.72255 -4.30941
H 2.68260 5.03452 3.23154
H 2.32553 6.34621 4.33087
H 1.06092 5.75599 3.24747
C -2.55033 -4.32936 -5.62829
C -2.40723 -3.95296 -4.16751
N -3.33755 -4.68599 -3.29056
C -3.20090 -4.79359 -1.92602
C -4.26279 -5.50076 -1.47328
N -5.03070 -5.81590 -2.56973
C -4.45086 -5.31114 -3.65531
C -6.28311 -6.57720 -2.56269
H -3.53938 -4.08080 -6.01481
H -1.82067 -3.77753 -6.21564
H -2.37997 -5.39579 -5.78094
H -2.59159 -2.88831 -4.02343
H -1.40029 -4.16991 -3.81508
H -2.36043 -4.34345 -1.42870
H -4.55826 -5.81181 -0.48703
H -4.83112 -5.40018 -4.65711
H -6.16489 -7.47883 -3.15813
H -7.08254 -5.96572 -2.97303
H -6.52424 -6.84826 -1.54038

Atomic partial charges in e from the Mulliken method, atoms 1 to 2: atom 1 (C): -1.05, atom 2 (C): -0.07

Here is C36H56CrO6Se as an isolated structure from the Open Molecules 2025 dataset. Energies are from ωB97M-V with the def2-TZVPD basis set.

The spin multiplicity is 2. The calculation puts the LUMO energy (spin up / spin down) at -0.1418 / -0.1168 hartree. The value obtained for the HOMO-LUMO gap (spin up / spin down) is 6.112 / 6.833 eV. As for the calculated total energy: -144287.4383 eV. As for the expectation value of S²: 0.778. Its net charge is +1.

Geometry (Å):
Cr -0.45440 -0.33860 0.08280
C -2.35210 0.14670 2.29970
C -1.40650 1.32440 2.52870
O -0.80210 1.66870 1.29030
C 0.25260 2.62410 1.41200
C 1.57180 1.99370 0.95360
O 1.55690 0.67080 1.46110
C 2.71780 -0.08000 1.16940
C 2.38920 -1.55300 1.50260
O 0.98420 -1.75980 1.48680
C 0.36610 -1.77180 2.76430
C -1.13580 -1.95290 2.54210
O -1.68970 -0.95570 1.70090
H -3.12380 0.44570 1.58320
H -2.81990 -0.14150 3.24950
H -0.63590 1.05480 3.26580
H -1.98740 2.17670 2.90730
H 0.33230 2.93800 2.45810
H 0.01120 3.49080 0.78930
H 2.43000 2.54950 1.35890
H 1.62770 1.96990 -0.13950
H 3.55580 0.28690 1.78010
H 2.97350 0.02700 0.10940
H 2.79220 -1.83420 2.47960
H 2.81800 -2.21490 0.74570
H 0.58380 -0.83970 3.29810
H 0.73410 -2.62540 3.35030
H -1.66050 -1.99110 3.50440
H -1.28660 -2.89780 2.00330
C 1.27930 -2.21530 -7.38180
C 0.96890 -3.00490 -6.10710
C -0.27120 -3.87150 -6.36500
C 2.15940 -3.91320 -5.76150
C 0.71540 -2.09320 -4.91800
C 0.26310 -2.63280 -3.72040
C 0.14190 -1.82210 -2.61220
Se -0.60090 -2.53570 -0.97320
C -2.47130 -2.22030 -1.37160
C -3.30990 -3.23690 -1.78460
C -4.61420 -2.93910 -2.16240
C -4.99060 -1.59760 -2.17040
C -4.16390 -0.55300 -1.80500
C -2.86100 -0.86440 -1.34090
O -2.02650 0.03950 -0.92380
C -4.56960 0.90510 -1.96810
C -4.44650 1.65490 -0.63460
C -3.60730 1.51930 -2.99600
C -6.00370 1.05770 -2.47770
C -5.55720 -4.03240 -2.63960
C -5.60780 -5.16460 -1.60470
C -5.00870 -4.57060 -3.96860
C -6.98090 -3.50960 -2.85780
C 0.52640 -0.46120 -2.58280
O 0.61930 0.14230 -1.43090
C 0.82290 0.11880 -3.84140
C 0.91170 -0.71670 -4.94810
C 0.94260 1.62450 -4.07840
C -0.21940 2.03220 -4.99870
C 0.84740 2.45850 -2.80040
C 2.28220 1.95790 -4.75210
H 1.44180 -2.90570 -8.20490
H 2.17960 -1.61380 -7.27230
H 0.44310 -1.57030 -7.64420
H -0.15340 -4.41020 -7.30060
H -1.16070 -3.25030 -6.42790
H -0.41750 -4.60070 -5.57430
H 2.34030 -4.61630 -6.57110
H 1.95800 -4.47660 -4.85300
H 3.06040 -3.32230 -5.60530
H -0.00210 -3.67770 -3.62920
H -2.92170 -4.24730 -1.79900
H -5.98960 -1.36910 -2.48670
H -3.40490 1.70780 -0.32620
H -5.03620 1.16270 0.13790
H -4.81420 2.67210 -0.74350
H -2.58480 1.45080 -2.63440
H -3.84190 2.56600 -3.16650
H -3.67950 0.98740 -3.94300
H -6.71830 0.65010 -1.76750
H -6.13090 0.56430 -3.43670
H -6.23300 2.11160 -2.61700
H -4.63820 -5.64140 -1.49490
H -6.32210 -5.92480 -1.91370
H -5.91430 -4.77810 -0.63490
H -4.03550 -5.03400 -3.82600
H -4.89530 -3.76180 -4.68710
H -5.68940 -5.31100 -4.37980
H -7.37600 -3.07360 -1.94260
H -7.63370 -4.32690 -3.15180
H -7.01230 -2.76420 -3.64780
H 1.14850 -0.26200 -5.89590
H -1.16960 1.87060 -4.49600
H -0.22120 1.45080 -5.91450
H -0.13890 3.08430 -5.26240
H -0.06980 2.24780 -2.25500
H 0.86920 3.51820 -3.04910
H 1.69250 2.24360 -2.15280
H 2.39460 1.43850 -5.69750
H 3.11310 1.67540 -4.10800
H 2.34400 3.02800 -4.94510

Atomic partial charges in e from the Mulliken method, atoms 1 to 2: atom 1 (Cr): 1.02, atom 2 (C): -0.62